Formula: C45H42GeMnNO2S3
Source: OMol25
Level of theory: ωB97M-V with the def2-TZVPD basis set

Each line ends with the Löwdin spin population.
Element x y z (Å)
Mn1 -0.5534 0.0762 -1.0961  4.596
O1 1.6016 0.6250 -1.9117  0.037
S1 3.0671 0.8732 -2.0557  0.011
C1 3.2118 2.1284 -3.3926  0.002
C2 1.9849 3.0207 -3.4585  0.000
C3 1.9897 4.1774 -2.4556  0.000
C4 0.6091 4.8283 -2.3466  0.002
S2 -0.3596 3.9515 -1.0725  0.006
O2 -0.4081 2.5522 -1.5513  0.032
C5 -1.9403 4.6929 -1.4832  0.000
C6 -2.2383 5.9850 -1.0707  0.000
C7 -3.4730 6.5280 -1.3872  0.000
C8 -4.4052 5.7722 -2.0893  0.000
C9 -4.1029 4.4732 -2.4721  0.000
C10 -2.8638 3.9245 -2.1709  0.000
C11 3.5846 1.9255 -0.7054  0.002
C12 2.6842 2.1472 0.3245  0.003
C13 3.0924 2.9485 1.3840  0.001
C14 4.3627 3.5044 1.4106  0.000
C15 5.2611 3.2464 0.3779  0.001
C16 4.8777 2.4452 -0.6832  0.000
H1 3.3270 1.5469 -4.3091  0.000
H2 4.1383 2.6779 -3.2196  0.000
H3 1.1032 2.4029 -3.2769  0.000
H4 1.8979 3.4183 -4.4752  0.000
H5 2.7268 4.9301 -2.7492  0.000
H6 2.3010 3.8128 -1.4716  0.000
H7 0.0522 4.7507 -3.2832  0.000
H8 0.6503 5.8759 -2.0438  0.000
H9 -1.5165 6.5549 -0.4970  0.000
H10 -3.7171 7.5346 -1.0725  0.000
H11 -5.3748 6.1935 -2.3219  0.000
H12 -4.8352 3.8715 -2.9942  0.000
H13 -2.6203 2.9041 -2.4366  0.000
H14 1.6887 1.6440 0.3542  0.004
H15 2.4034 3.1084 2.2063  0.000
H16 4.6667 4.1253 2.2449  0.000
H17 6.2604 3.6635 0.4060  0.000
H18 5.5809 2.2280 -1.4810  0.000
C17 1.6281 -2.4016 -1.5780  0.007
C18 0.2426 -2.8812 -1.8708  0.020
C19 0.0083 -4.2750 -2.0557  0.000
C20 -1.2251 -4.7028 -2.3407  0.010
C21 -2.2674 -3.7806 -2.4749  0.000
C22 -3.5740 -4.1985 -2.8071  0.009
C23 -4.5519 -3.2651 -2.9272  0.000
C24 -4.2746 -1.9008 -2.7107  0.012
C25 -3.0222 -1.4347 -2.3674  0.006
S3 -2.7871 0.2517 -2.0628  0.048
C26 -1.9672 -2.4141 -2.2552  0.007
N1 -0.7111 -2.0101 -1.9392  0.035
H19 2.3024 -3.2372 -1.4024  0.000
H20 1.6322 -1.7595 -0.6988  0.004
H21 1.9934 -1.8206 -2.4208  0.001
H22 0.8305 -4.9673 -1.9459  0.000
H23 -1.4344 -5.7595 -2.4624  0.001
H24 -3.7710 -5.2529 -2.9550  0.001
H25 -5.5578 -3.5719 -3.1850  0.000
H26 -5.0637 -1.1679 -2.7992  0.001
C27 -0.2414 0.1691 0.9354  0.061
Ge1 -0.1866 -1.3219 2.0499  0.034
C28 -1.6203 -2.7013 1.7743  0.004
C29 -1.5857 -4.0235 2.2298  0.000
C30 -2.6473 -4.8993 2.0158  0.000
C31 -3.7814 -4.4603 1.3472  0.000
C32 -3.8438 -3.1455 0.9035  0.000
C33 -2.7731 -2.2824 1.1136  0.002
C34 -0.3003 -0.9055 4.0005  0.004
C35 -0.1348 -1.8840 4.9822  0.001
C36 -0.2071 -1.5775 6.3366  0.001
C37 -0.4468 -0.2697 6.7364  0.001
C38 -0.6146 0.7181 5.7740  0.001
C39 -0.5426 0.3979 4.4229  0.002
C40 1.5478 -2.3744 1.9968  0.005
C41 2.6980 -1.6694 2.3541  0.002
C42 3.9645 -2.2265 2.2606  0.000
C43 4.1209 -3.5319 1.8011  0.000
C44 2.9972 -4.2589 1.4454  0.000
C45 1.7303 -3.6840 1.5466  0.001
H27 -0.3196 1.0814 1.5412  0.018
H28 -0.7271 -4.3799 2.7848  0.000
H29 -2.5901 -5.9215 2.3772  0.000
H30 -4.6105 -5.1372 1.1704  0.000
H31 -4.7207 -2.7927 0.3710  0.000
H32 -2.8090 -1.2591 0.7452  0.001
H33 0.0617 -2.9099 4.6849  0.000
H34 -0.0752 -2.3567 7.0797  0.000
H35 -0.5042 -0.0228 7.7906  0.000
H36 -0.8071 1.7418 6.0768  0.000
H37 -0.6866 1.1687 3.6725  0.001
H38 2.5903 -0.6477 2.6964  0.001
H39 4.8343 -1.6405 2.5396  0.000
H40 5.1084 -3.9725 1.7233  0.000
H41 3.1036 -5.2771 1.0823  0.000
H42 0.8743 -4.2632 1.2228  0.000

## Properties
2S+1: 6
Charge: -1
E, eV: -173273.4381